Entry 1:
Density functional theory data (wB97M-V/def2-TZVPD) for C35H42N6NaOPS4 as an isolated structure.

CARTESIAN COORDINATES (ANGSTROEM)
H: -1.0035 -2.9746 -2.9422
H: -1.9779 1.4255 1.5673
S: 1.5066 1.5380 -3.5819
C: -2.5582 -3.9939 5.7509
C: 2.2368 1.1963 2.1148
C: 2.5508 -1.7434 -0.6255
H: -3.3203 3.3108 -1.2080
H: -2.0635 3.9912 -0.1794
S: -1.0229 -0.5596 -3.0884
C: 0.7910 -2.3256 -1.9791
H: -2.1483 -4.7989 6.3622
H: 0.5649 4.3943 -1.1379
C: 0.7767 2.4105 3.5636
H: 2.8237 0.6049 -5.8984
S: 0.4443 2.9757 0.8923
C: -0.0301 -3.1391 3.3638
H: 0.3091 -4.5316 6.6599
H: 1.5158 -5.7144 6.1419
N: -0.6883 -4.0640 4.1135
N: -2.6423 5.1970 -1.8101
C: 1.1485 0.1845 -4.6427
H: -2.4820 -5.0797 3.8931
H: -0.0164 3.1374 3.6908
H: 3.5083 -4.1545 -2.7870
C: 0.6653 -1.9424 -6.4749
H: -3.3746 6.0885 -3.5468
C: 2.8786 -3.4384 -2.2753
C: -1.4496 -1.0680 3.7738
H: 3.6137 -0.1216 3.0916
H: 0.3652 6.2166 -2.6711
C: -0.9258 5.3746 -4.0753
C: 0.9336 -4.8486 5.8239
H: -2.2215 -3.0487 6.1774
H: -0.6073 -5.9976 4.8250
C: 1.3185 1.7773 4.6663
C: 1.5522 -3.2795 -2.6370
H: 1.6284 -4.0444 5.5848
H: -1.7326 7.0429 -2.1020
N: -0.3824 5.5234 -2.6547
C: 1.2073 2.1471 2.2561
H: -1.5754 -1.3305 4.8168
C: -2.1319 -4.1243 4.2978
C: -2.3801 3.8654 -1.2171
H: 0.9996 3.9421 -2.8062
C: -1.6926 0.4569 1.9596
H: -0.0054 -2.1123 0.9199
N: -1.0310 -0.3405 1.1188
N: 1.2927 -1.5372 -1.0242
H: -3.6450 -4.0395 5.8307
H: 4.4012 -2.7864 -0.8986
C: 3.0348 -1.0013 0.6028
C: 0.0692 -0.7006 -4.4853
C: 1.7591 -1.0926 -6.6386
H: -2.6795 2.5588 -3.9128
C: 0.0985 -5.1947 4.6032
C: 3.3805 -2.6746 -1.2377
H: 0.7476 -5.5341 3.7951
C: 1.9797 -0.0578 -5.7556
H: -1.0798 6.0735 -0.7381
H: -1.0399 2.7673 -4.5293
C: -1.4999 6.0381 -1.7427
C: -1.9373 0.1311 3.2841
Na: 0.4672 0.8355 -0.8204
C: -0.6701 -2.1521 -2.3099
H: 0.4715 -2.7434 -7.1757
H: 0.9474 2.0140 5.6561
H: -0.1179 4.9453 -4.6675
N: -2.0810 4.5540 -4.0978
C: 2.3402 0.8480 4.5071
H: -3.9726 4.4489 -3.2308
O: 1.1482 -3.2743 3.0661
C: 2.7996 0.5793 3.2296
H: -1.2581 -2.1742 -1.3897
H: -1.0499 -2.3522 -5.2663
P: -1.0838 2.8647 -2.1016
H: -2.4556 0.8315 3.9238
C: 0.1796 4.2213 -2.1453
H: 2.4454 -1.3417 1.4579
C: -0.7574 -1.9052 2.9132
H: 4.0714 -1.2796 0.7925
C: -1.7632 3.1434 -3.8037
S: 2.8590 0.8056 0.4858
C: -0.5845 -1.4966 1.5987
H: -2.5951 -3.3494 3.6914
H: -1.1568 6.3874 -4.4130
H: 2.4382 -1.2397 -7.4697
H: 2.7829 0.3522 5.3603
H: 1.1098 -3.8652 -3.4313
C: -0.1766 -1.7241 -5.4024
C: -3.0947 5.0920 -3.1953

Forces on atoms 1 to 2 (eV/Å):
H -0.023 0.036 -0.031
H -0.055 -0.022 -0.020

Its HOMO energy is -6.352 eV. The frontier orbital gap is 6.168 eV. The total charge is 0.

=====

Entry 2:
Density functional theory data (wB97M-V/def2-TZVPD) for C35H43As3Br2CuN5Se as an isolated structure.

CARTESIAN COORDINATES (ANGSTROEM)
C: -2.3402 3.2679 -0.0087
C: -1.4522 -2.8425 0.3493
C: -0.5996 6.6018 0.1651
H: 2.3349 2.2195 2.6394
H: 1.9154 -5.0344 -1.4099
C: -1.2739 4.3309 0.1062
H: -7.6971 -1.1978 -4.3694
C: -5.5588 -0.9330 -4.8263
C: -7.3640 -1.7992 -1.6512
C: -3.9511 1.1266 -0.4611
C: -1.5705 5.6966 -0.0444
C: 2.0051 2.1466 3.6503
H: 1.5558 -0.3141 -1.9754
H: 0.9510 -3.0351 1.8807
H: 6.4825 -3.5966 -1.1066
H: -2.0117 -2.3549 1.1381
Br: -6.3490 2.5370 -0.1709
C: 2.6616 -0.7008 1.4735
C: 2.7461 -2.2091 1.0710
H: -0.0386 -1.7499 -2.6121
H: 5.5256 -3.0557 -2.3952
C: 0.8608 4.8699 0.8451
H: -2.6078 5.9726 -0.3513
H: -5.7152 -0.7560 -5.8792
C: -0.0210 1.7655 5.2224
H: 1.9925 -0.5051 2.2541
C: 3.3461 -2.7879 2.3587
Se: -1.8341 1.1545 3.5484
H: 4.7221 1.5429 0.7838
C: -6.6593 -1.2442 -4.0333
C: 0.6261 6.2088 0.6257
C: -3.2016 -0.6660 -5.1830
H: 3.1890 -2.1771 -1.0635
H: -2.9420 -1.8702 -2.8235
H: 2.2754 1.1622 -2.2355
H: 3.3011 -0.1385 -1.8986
H: 3.8153 2.5924 4.6873
Cu: 0.3081 1.9904 0.8192
H: -2.1450 0.0354 -0.6128
C: 1.3473 -2.8342 0.9162
H: 3.6115 -0.3476 1.8379
C: -4.2063 -1.0419 -4.3823
H: -2.2190 -0.9617 -5.0436
N: -8.1785 -1.9499 -0.8436
H: -0.5817 -3.3845 -2.0230
C: 0.2001 -2.5602 -1.9324
H: -4.1227 4.5000 0.2264
N: -1.2677 1.4045 5.2610
C: 5.6664 -3.8461 -1.7157
H: 4.3980 -2.4492 2.5079
C: -6.3598 -1.6321 -2.6722
C: -2.5792 1.0324 -0.4014
H: 2.7561 -2.5610 3.2271
H: 1.2117 -2.9497 -2.2190
H: -2.0981 -2.8430 -0.5082
C: -5.0124 -1.9080 -2.3513
H: 1.3879 -3.8837 0.5538
H: 3.0457 -4.4481 -2.6372
H: 4.6325 -1.8947 0.1305
Br: -1.0622 8.3404 -0.4219
As: 2.2630 0.7832 0.2417
C: 2.7468 2.3563 4.7524
C: 0.6093 1.8724 3.8601
H: 2.7148 2.4159 7.0211
H: -1.2155 -3.8986 0.4957
As: 4.2196 -4.3080 -0.3988
As: 0.0997 -1.8097 -0.0939
C: 2.1434 2.2405 6.0745
C: -3.6912 3.5306 -0.0245
C: 2.4025 0.2875 -1.6768
H: -4.7869 -2.4813 -1.4618
N: -0.1811 1.5080 2.8743
C: 3.6626 -2.4473 -0.1137
H: 4.0834 2.1918 -0.7242
C: 3.8903 2.0050 0.3267
H: 1.7781 4.4143 1.1976
C: -3.9738 -1.6420 -3.1836
N: -1.8124 2.0418 -0.0738
H: 0.4633 2.0903 7.3223
H: -3.2979 -0.2223 -6.1197
N: -0.0894 3.9421 0.5142
C: -4.4926 2.4032 -0.2242
C: 2.9714 -5.0017 -1.6852
H: 3.2263 -6.0394 -1.9444
H: 3.6535 2.9523 0.7778
H: -4.5884 0.3415 -0.7879
H: 1.3749 6.9656 0.7740
H: 3.2231 -3.8756 2.2487
H: 5.9366 -4.7527 -2.3241
C: 0.8152 2.1014 6.3397

Forces on atoms 1 to 2 (eV/Å):
C 1.524 0.408 0.118
C -0.566 -0.216 0.025

Its HOMO energy (spin up / spin down) is -9.748 / -10.492 eV. The frontier orbital gap (spin up / spin down) is 6.294 / 7.038 eV. The total charge is +1. The spin multiplicity is 2. The expectation value of S² is 0.806.

=====

Entry 3:
Density functional theory data (wB97M-V/def2-TZVPD) for C35H44AuN2O2P3 as an isolated structure.

CARTESIAN COORDINATES (ANGSTROEM)
H: -2.3924 -2.9037 -4.2665
H: -0.0833 -2.1111 -4.2491
H: 2.5553 -1.7028 -0.9126
H: -2.9652 2.7848 1.8612
H: 4.7751 -2.8603 2.1364
H: -0.2288 1.8873 -2.3208
H: 5.8812 -0.6867 2.6719
H: -0.4163 -5.4332 3.6058
H: -1.3316 3.4204 1.4403
C: 2.3767 -0.0321 -3.6076
C: -0.2653 -1.4204 -3.4267
H: 0.0396 1.3923 6.2585
H: 2.0315 0.8599 -4.1577
H: -2.9882 -0.2199 0.7872
H: 4.1479 5.3011 -0.2929
H: 2.7124 -0.8230 -4.2968
C: -3.0525 -0.5145 -1.3375
C: -0.0632 -3.4589 2.8044
C: 0.1573 0.3476 4.3730
C: 4.0462 0.4513 2.5442
C: 4.1869 -1.9399 2.1916
N: -1.9441 -0.3869 -2.0586
C: 2.7617 2.1855 -0.6027
H: -3.8704 3.2540 -0.7013
H: -4.8662 -1.5745 -0.9497
C: 2.8052 -1.9960 1.9784
C: 1.4858 2.5655 -0.9768
C: -0.5740 -4.7618 2.7535
H: -0.4574 -0.1049 -5.5694
H: 1.2357 0.4750 4.2893
C: -2.6210 -2.2688 -3.4091
H: 0.9926 -2.5427 -1.0798
C: -3.8013 -2.3711 -2.6848
C: -2.9131 3.0047 -1.1766
C: 2.6683 0.4015 2.3320
H: -2.4657 -1.1515 2.7771
C: -0.9689 -3.0243 0.5806
H: -3.1046 2.6013 -2.1765
H: -3.6807 -0.2001 4.7204
C: -1.6075 -1.3426 -2.9861
C: -3.9968 -1.5172 -1.5957
H: -2.3050 3.9129 -1.2636
H: -0.9366 2.1275 -2.1036
H: 2.0765 1.3187 2.3671
C: -1.9535 2.5133 1.5167
C: 2.1325 4.8952 -0.9761
H: -4.2607 0.7412 -0.0454
H: 3.2379 0.2544 -2.9894
N: -0.3589 -0.1708 0.5932
O: 1.0032 2.6106 -4.7730
H: -4.5529 -3.1223 -2.9350
H: 2.3245 -2.9448 1.7301
C: 1.1703 3.8912 -1.2287
C: -1.4717 -4.3269 0.5336
H: 1.8778 5.9473 -1.1536
C: -0.5228 0.8590 5.4830
H: 0.4837 -3.1078 3.6865
H: -2.0130 -4.6599 -0.3515
C: -1.9289 -0.5633 3.5206
H: 0.2100 2.1985 -5.1442
H: 2.2301 -2.7119 -2.3598
H: -1.6399 0.6317 -6.1896
P: 0.2423 -0.8768 1.8512
H: 0.1894 4.1545 -1.6318
H: 0.8098 3.5728 -4.7645
H: 4.5237 1.4060 2.7718
C: 4.8066 -0.7214 2.4841
H: 3.0029 1.1289 -0.4966
O: -0.6876 0.4497 -6.3151
H: -1.4880 1.7981 2.2126
C: 3.4052 4.5265 -0.5110
C: -0.2694 -2.5948 1.7165
H: -1.1213 -2.3257 -0.2430
C: -1.9075 0.6773 5.6023
P: 1.0521 -0.6356 -2.5196
C: 1.7917 -2.0302 -1.6223
C: -3.2306 0.3629 -0.1165
C: 2.0273 -0.8296 2.0915
H: -2.4348 1.0783 6.4716
H: 4.7071 2.8650 0.0456
C: -2.6064 -0.0370 4.6211
H: -1.6721 -6.2095 1.5851
P: -2.0749 1.7807 -0.1325
C: -0.5485 -0.3437 3.3754
C: -1.2770 -5.1914 1.6173
Au: 0.0321 0.9447 -0.9570
C: 3.7245 3.1730 -0.3242

Forces on atoms 1 to 2 (eV/Å):
H -0.170 0.003 0.328
H 0.334 -0.055 0.236

Its HOMO energy (spin up / spin down) is -5.746 / -6.101 eV. The frontier orbital gap (spin up / spin down) is 6.325 / 5.646 eV. The total charge is 0. The spin multiplicity is 3. The expectation value of S² is 2.013.

=====

Entry 4:
Density functional theory data (wB97M-V/def2-TZVPD) for C35H44BMoN8O3S3 as an isolated structure.

CARTESIAN COORDINATES (ANGSTROEM)
C: -3.4446 2.6764 -0.2565
H: 1.5401 -2.7923 -2.5683
H: -2.8649 -0.3327 2.7218
H: -2.0424 -4.5681 -0.2644
C: -0.1407 1.2925 2.8546
H: -5.8339 -0.3752 0.1645
H: 1.4991 1.9635 -2.9831
O: 0.1176 -1.5408 -1.0848
C: 0.4125 3.3790 3.2203
C: 4.0211 4.3234 -3.1315
N: -1.1928 1.8897 3.4543
C: -4.8241 2.8403 -0.2443
C: 3.6620 -2.8728 1.5505
S: -0.1010 -0.3654 2.2763
H: 4.4207 -4.7588 2.1443
H: -3.7434 -0.3129 4.2471
N: 3.0228 3.3696 -1.0801
C: -2.5258 1.3851 4.0337
H: -2.3441 2.6798 5.7900
H: -2.0432 -0.7401 4.2445
H: 4.7291 3.2897 1.6867
N: -1.9732 -1.3123 -0.0643
H: 3.8195 4.5462 -4.1778
C: 2.7574 3.7008 -2.5527
C: -5.1730 0.4743 0.0575
Mo: -0.2154 -0.0295 -0.0545
H: 1.5637 -3.3514 1.8573
C: -3.6278 2.2177 3.3918
H: 5.5925 -2.2760 0.7606
C: 1.7428 -4.8868 -2.8920
H: 1.4586 4.9736 -3.6635
C: 4.0422 3.2159 0.8634
B: 2.3850 2.0351 2.3759
H: -1.6079 1.0787 5.9781
N: 2.8170 2.6530 0.9897
C: 2.4529 2.3967 -3.2814
H: 2.6018 -4.7951 -3.5394
C: 3.7364 -1.1928 3.4810
H: 4.8708 3.6419 -3.1028
H: -4.5865 1.8636 3.7674
C: -0.5288 -5.1799 -1.2636
H: 3.4946 0.7176 4.5569
H: 4.2538 -2.0665 -0.3867
C: -2.4420 1.6253 5.5399
C: 1.6137 4.7044 -2.6196
N: 2.8666 0.5813 2.5082
H: 5.2259 -3.4407 2.9708
C: -5.6836 1.7515 -0.0773
N: 0.8588 2.1847 2.7180
N: -1.7198 -2.6440 -0.3607
H: -3.5532 3.2750 3.6403
C: 2.8715 -0.4176 1.6117
C: 3.3923 0.0988 3.6848
C: 4.6521 -2.6966 0.4063
C: 2.3265 -3.4388 1.0787
C: 4.1779 3.6497 -0.4298
H: -2.7705 3.5127 -0.3726
C: 0.1045 -6.3039 -1.7974
H: -1.5129 3.8902 4.1577
H: -3.9158 -1.8865 -0.0058
H: -3.3613 1.2669 6.0007
H: 1.9821 -2.9528 0.1709
C: -3.7850 0.2822 0.0377
N: 3.4064 -1.5113 2.1827
C: 0.0055 -3.9016 -1.5318
C: 2.1920 2.7455 -0.2069
H: 4.1971 -1.8941 4.1481
C: 1.1478 -3.7778 -2.3582
H: 3.5865 -3.9397 3.4555
C: -2.9549 1.3920 -0.1144
H: 4.2832 5.2644 -2.6492
H: 2.9642 2.6855 3.1950
H: -3.6232 2.1103 2.3068
H: 1.8587 5.6130 -2.0712
H: 2.3962 2.6102 -4.3477
H: 1.0425 4.2488 3.2580
H: -0.3115 -7.2763 -1.5769
C: -2.7838 -0.0912 3.7810
C: -3.2366 -1.0381 0.0246
C: 4.2587 -3.7889 2.6111
H: 1.6768 -7.0381 -3.0143
O: -1.6056 -5.4015 -0.5000
H: -6.7527 1.9081 -0.0697
O: -1.6080 1.2012 -0.0542
H: 5.0075 4.1404 -0.9005
C: 1.2118 -6.1549 -2.5974
H: 3.2471 1.6668 -3.1258
C: -0.5965 -2.7365 -0.9716
S: 2.3378 -0.2777 -0.0339
S: 0.5781 2.2694 -0.4921
C: -0.8502 3.2011 3.6695
H: 4.8629 -3.6749 -0.0243
H: 0.6769 4.2995 -2.2437
H: -5.2386 3.8320 -0.3670
H: 2.4521 -4.4986 0.8602

Forces on atoms 1 to 2 (eV/Å):
C -0.355 0.014 -0.016
H -0.004 0.007 -0.013

Its HOMO energy (spin up / spin down) is -15.392 / -15.390 eV. The frontier orbital gap (spin up / spin down) is 4.386 / 4.283 eV. The total charge is +3.

=====

Entry 5:
Density functional theory data (wB97M-V/def2-TZVPD) for C35H44Cl2N2OP2Pt as an isolated structure.

CARTESIAN COORDINATES (ANGSTROEM)
H: -1.2794 0.2741 4.7009
H: -5.3824 2.5598 1.9541
P: 2.2127 -0.1163 -1.4696
H: 3.3306 -2.5995 -4.0375
C: 2.5153 4.3499 -0.9101
H: 5.1640 -0.6011 0.8479
C: -4.5390 3.1741 2.2770
H: 4.8989 0.6325 -0.3830
H: 5.1325 -1.0614 -0.8512
H: 1.2240 -0.5001 -4.1909
H: -5.2314 0.5326 -1.0820
C: 3.1791 -0.6531 0.0047
C: 3.0338 -2.2718 -3.0393
H: 1.7611 -0.7059 4.5660
H: 4.4973 5.3804 -2.6812
H: 5.4872 3.9275 -2.5711
H: -2.5775 -1.3872 1.1711
H: -0.9415 1.8135 3.9022
C: 2.3393 1.6705 -1.4729
C: -2.4038 -1.9795 -1.5716
H: -3.0046 1.0023 2.6576
H: 1.0653 0.8743 2.8315
H: 0.3799 -1.7457 4.2445
H: -3.3697 -2.3517 3.3125
C: 1.2234 2.2987 -0.8863
O: -0.1106 -2.3576 -1.7916
C: -3.1634 0.2109 -1.2675
C: -2.7528 3.5848 0.5341
H: -0.6668 -3.0374 0.8786
C: 3.0127 -0.7411 -2.9935
C: 2.2655 -0.1728 -4.2022
C: -1.8655 -1.5752 1.9847
C: -1.3024 -2.8347 -1.7930
H: -0.6333 -3.2502 2.6255
H: 3.7438 -2.6941 -2.3303
Pt: -0.0055 -0.3983 -1.2359
H: 2.0464 -2.6863 -2.8290
C: -4.7730 -1.5894 -1.2835
H: -2.0696 -3.7221 1.7152
H: 4.2944 1.8845 -2.3308
H: -3.2530 4.5071 0.2599
H: -5.7925 -1.9359 -1.2162
C: -3.7311 -2.4867 -1.5069
C: 4.7773 4.5516 -2.0282
C: -2.6058 1.6170 1.8592
C: 3.4681 2.3968 -1.8466
C: 2.8703 -2.0924 0.4227
H: 1.7985 -2.2960 0.3910
H: -2.9587 -5.8213 -2.0323
H: 2.2745 0.9173 -4.2119
H: 0.6045 4.1724 0.0074
C: -0.9603 2.0036 0.1444
C: -3.8700 -3.8904 -1.6707
C: -3.2787 2.7928 1.5470
P: -0.5259 -0.3266 1.6196
H: 5.2975 4.9770 -1.1674
H: -4.7987 4.2168 2.0971
Cl: -0.1672 -5.2660 -2.2493
C: -0.4891 0.9001 4.2856
H: 4.0392 -0.3610 -2.9924
H: 0.1763 1.1780 5.1079
C: 4.6789 -0.3994 -0.1095
N: -2.1027 -0.6614 -1.4113
H: 2.7292 -0.5321 -5.1227
H: 2.5869 5.4006 -0.6483
H: 3.3781 -2.8144 -0.2154
H: 3.2191 -2.2612 1.4440
H: 1.6345 -1.5564 3.0201
H: -1.9722 -1.7042 4.1565
C: 3.5722 3.7548 -1.6055
Cl: -5.4359 -4.5947 -1.5717
H: -2.9086 1.2572 -1.2267
C: -1.5287 -4.2554 -1.9781
C: -1.6199 3.1953 -0.1607
H: -4.4271 3.0347 3.3533
C: 1.0654 -1.0302 3.7891
C: -2.7843 -4.7626 -1.9099
H: -1.2713 3.7892 -0.9957
H: 2.7568 0.0098 0.7699
C: 1.3791 3.6589 -0.5429
C: -4.4502 -0.2061 -1.1956
N: 0.1100 1.5370 -0.6344
C: -1.2727 -2.9767 1.7820
C: -2.6343 -1.5426 3.3062
C: -1.4499 1.2093 1.2006
C: 0.3128 0.1711 3.2114
H: -3.1759 -0.6126 3.4712

Forces on atoms 1 to 2 (eV/Å):
H 0.035 0.037 -0.004
H -0.001 -0.004 -0.004

Its HOMO energy (spin up / spin down) is -5.559 / -6.754 eV. The frontier orbital gap (spin up / spin down) is 6.206 / 4.697 eV. The total charge is 0. The spin multiplicity is 3. The expectation value of S² is 2.039.